Record 1
The following is a DFT calculation (ωB97M-V with the def2-TZVPD basis set) of 9 unconnected molecules or ions with the total composition ClH16O12.

The geometry in XYZ format:
```
29
Properties=species:S:1:pos:R:3:forces:R:3:mulliken_charge:R:1
Cl 0.113921 0.060262 -0.102375 2.0427 -1.7042 3.3076 1.551
O -1.025162 -0.716935 -0.396386 -1.4987 -1.7225 -0.1885 -0.623
O 0.359125 0.127908 1.375538 -0.0514 -0.6886 -1.8325 -0.672
O 1.283318 -0.558854 -0.758037 -0.9725 1.2792 0.4266 -0.637
O -0.191097 1.371230 -0.481702 0.4886 2.9141 -1.7130 -0.619
O -4.842006 -4.537461 -2.814181 -0.0895 -0.0711 -0.2528 -0.646
H -4.391098 -3.833178 -2.348452 0.2008 0.2277 0.0918 0.330
H -5.182932 -5.103384 -2.121548 -0.0925 -0.1398 0.1615 0.316
O -8.306253 -2.848856 0.240916 -0.0487 -0.2421 0.0896 -0.640
H -9.059201 -2.299911 0.021936 -0.1898 0.1154 -0.0572 0.314
H -7.547141 -2.284340 0.094921 0.2506 0.1248 -0.0340 0.326
O 5.594110 -4.485182 0.525174 0.0616 -0.2325 0.1346 -0.649
H 6.411034 -4.235508 0.093279 0.1937 0.0609 -0.0854 0.313
H 4.938990 -3.888847 0.162644 -0.2757 0.1862 -0.0440 0.336
O 4.550022 -2.202997 6.710261 -0.0630 -0.1659 0.1932 -0.644
H 4.203662 -1.617623 6.036755 -0.1657 0.1215 -0.2211 0.331
H 5.463397 -1.936005 6.813659 0.2180 0.0412 0.0231 0.313
O -1.193720 7.202819 -0.541265 -0.0572 0.2432 0.1220 -0.648
H -1.145435 7.277414 -1.494336 0.0174 0.0229 -0.2224 0.315
H -1.073119 6.269339 -0.367202 0.0490 -0.2938 0.1057 0.333
O -5.756626 3.153451 -0.937473 -0.3241 0.0708 -0.0471 -0.650
H -5.331582 2.694617 -0.212873 0.1480 -0.1537 0.1799 0.330
H -5.034356 3.534114 -1.437124 0.1978 0.0571 -0.1282 0.320
O 6.192307 -0.781891 -5.176774 0.2885 -0.0265 -0.0465 -0.644
H 5.673600 -0.067547 -5.546804 -0.1257 0.2017 -0.0472 0.320
H 5.553666 -1.469468 -4.988101 -0.1681 -0.1749 0.1078 0.324
O 3.490554 3.839250 2.833716 0.2265 0.1780 0.2337 -0.661
H 3.365287 4.241009 1.973996 -0.0515 0.0481 -0.2144 0.316
H 2.886735 3.096575 2.841839 -0.2092 -0.2775 -0.0428 0.345
```
Forces are in eV/Å.

The calculation puts the gap between HOMO and LUMO at 8.3 eV. The charge is -1.


Record 2
The following is a DFT calculation (ωB97M-V with the def2-TZVPD basis set) of a molecular structure, C40H106F3MnN9O13S.

The geometry in XYZ format:
```
173
Properties=species:S:1:pos:R:3:forces:R:3:mulliken_spin:R:1
Mn 5.374950 -23.729580 -5.245420 -1.8529 -1.9715 0.5020 4.909
C 2.245650 -24.378150 -3.216950 0.0984 -0.8835 -1.2779 -0.012
C 2.689980 -25.325180 -4.431370 0.9384 1.4350 1.6723 0.011
C 1.966580 -25.005490 -5.777010 1.5205 0.4541 0.3326 0.004
O 4.120710 -25.314810 -4.428070 -0.2411 0.8501 -1.4836 0.070
H 2.805430 -24.494940 -2.288990 0.3121 -0.8207 -0.1936 -0.001
H 1.210120 -24.589920 -2.950610 -0.2681 0.6409 -0.1605 0.002
H 2.490140 -23.357730 -3.512030 -0.6876 0.2679 -0.1690 0.022
H 2.324550 -26.326390 -4.203020 0.1358 -0.3594 0.2580 0.001
H 2.288690 -24.105510 -6.300830 0.1737 0.5275 0.5298 0.018
H 0.886270 -24.896800 -5.681000 -0.0468 -0.7218 -0.0953 0.001
H 2.380570 -25.766790 -6.438170 -0.9399 -0.5326 -0.1110 0.003
C 2.069910 -20.136120 -5.398030 1.0554 -1.0344 -4.6776 0.003
F 2.016600 -18.899250 -5.918580 0.1935 -0.2967 0.1401 0.001
F 2.346830 -20.033800 -4.163900 -0.2062 -0.3292 2.5871 0.001
F 0.928160 -20.743010 -5.743470 -0.1875 0.1623 1.2994 0.000
S 3.446470 -21.206110 -6.362560 -1.5176 -0.2657 -0.9626 0.005
O 3.862840 -22.318830 -5.422080 -1.6288 2.5835 -1.2734 -0.298
O 2.773050 -21.681900 -7.613350 1.4770 0.7286 2.7530 0.018
O 4.473530 -20.171960 -6.579920 -0.4650 -0.9041 0.4240 0.001
C 4.424540 -21.998130 -1.716710 0.4662 0.7382 0.2329 0.004
C 5.473320 -21.772440 -2.837290 -0.4808 1.2994 0.9698 0.016
C 6.647850 -20.790510 -2.521470 -0.2321 -2.0293 -0.0375 0.005
O 7.356180 -21.156730 -1.332350 -2.7670 -0.0641 0.0437 0.000
C 8.473220 -20.361610 -1.149030 0.8640 -0.2974 -1.0152 0.000
N 5.886180 -23.137590 -3.131590 0.4921 -0.8436 0.5253 0.053
H 3.871190 -22.931470 -1.820490 -0.2679 0.3488 -0.7746 0.002
H 3.715110 -21.174250 -1.639010 0.1646 -0.0319 0.4783 0.001
H 4.983070 -22.224870 -0.808570 -0.0044 0.7855 0.4598 -0.002
H 4.934740 -21.382900 -3.701170 0.2518 0.2158 -0.0656 0.011
H 6.343000 -19.744870 -2.563810 -0.0677 0.0446 0.2348 0.000
H 7.377750 -21.019820 -3.297840 0.1073 0.5875 -0.6047 -0.007
H 9.261790 -21.100300 -1.292490 0.9308 0.6007 0.6546 0.000
H 8.481800 -19.805280 -0.211730 0.0577 -0.2590 0.0648 0.000
H 8.537170 -19.677680 -1.995340 0.3285 0.4412 0.1714 0.000
H 6.831550 -23.395410 -2.886830 0.7469 0.6945 -0.1606 -0.001
H 5.404770 -23.522810 -2.331620 -0.0092 -1.8282 -0.7748 0.006
C 5.869560 -19.068040 -11.363190 1.2512 1.6544 0.2131 0.000
C 6.016360 -19.102750 -9.843830 0.1486 -0.0976 -0.8428 0.000
C 5.335400 -17.971120 -9.142070 -2.5900 1.0965 -0.4249 0.000
O 5.711180 -16.659520 -9.572330 0.5437 0.7661 0.2999 0.000
C 4.976190 -15.512710 -9.041870 0.6863 -0.7332 0.1950 0.000
N 5.428130 -20.377340 -9.437250 0.8692 0.3247 0.6638 0.001
H 6.491360 -19.832180 -11.829630 -0.4083 -0.2161 -0.0624 0.000
H 6.286700 -18.108080 -11.667450 0.1713 0.1022 -0.3067 0.000
H 4.842530 -19.015540 -11.724510 -0.1361 -0.5854 0.2647 0.000
H 7.047880 -18.961780 -9.521040 0.5507 -0.7444 -0.4543 0.000
H 5.336260 -18.162290 -8.068960 0.5512 0.4916 0.4266 0.000
H 4.282380 -18.093350 -9.395680 -0.4891 0.1025 -0.0117 0.000
H 4.935760 -15.530890 -7.952770 -0.7196 -0.5504 -0.0056 0.000
H 4.030840 -15.342740 -9.557170 -0.3450 -0.6259 0.3981 0.000
H 5.482690 -14.555430 -9.165080 0.8471 -0.3503 -0.7009 0.000
H 5.084460 -20.257890 -8.495060 -0.3078 -0.3440 0.1891 0.000
H 4.630160 -20.532200 -10.036720 -0.3136 -0.0272 0.1668 0.000
C 2.037680 -15.785210 -6.514730 0.8814 1.9728 0.6248 0.000
C 2.061680 -14.224350 -6.356540 -1.1750 0.0946 0.3031 0.000
C 2.260070 -13.602660 -4.943110 -0.4832 -0.8963 -1.1047 0.000
O 1.455880 -14.297990 -3.981960 1.2581 0.8234 -0.2327 0.000
C 2.129600 -14.440890 -2.735210 0.0446 -0.4334 -0.7707 0.000
N 3.047680 -13.618730 -7.270250 -0.1462 0.2072 -0.1904 0.000
H 1.352000 -16.277640 -5.825200 -0.0986 0.1585 -0.2579 0.000
H 3.059550 -16.082830 -6.279530 0.0102 -0.5115 -0.1941 0.000
H 1.816790 -15.949780 -7.569350 -0.0131 -0.4394 0.1507 0.000
H 1.114640 -13.848040 -6.743310 -0.6304 -0.2505 0.5037 0.000
H 2.015500 -12.540780 -4.969570 -0.5399 0.1710 -0.0591 0.000
H 3.339730 -13.561440 -4.799090 0.2877 -0.7707 0.8094 0.000
H 3.094770 -14.915010 -2.913370 0.0614 -0.5046 0.0899 0.000
H 1.468260 -15.085650 -2.156410 0.3073 0.2877 0.3925 0.000
H 2.411030 -13.500570 -2.261190 -0.6324 0.2855 0.2019 0.000
H 2.486270 -13.453370 -8.093400 0.3071 -0.5127 -0.8757 0.000
H 3.119640 -12.644910 -7.012200 0.5386 0.3943 0.6115 0.000
C -1.941250 -25.061020 -9.600360 1.5863 0.8639 -0.6574 0.000
C -1.567690 -24.358110 -8.268210 1.7600 0.6497 -2.6529 0.000
C -1.706310 -22.829900 -8.319790 0.2104 0.1062 -0.5508 0.000
O -1.760070 -22.263330 -7.008570 -0.0664 0.1981 0.0834 0.000
C -2.060730 -20.870340 -7.088430 1.3369 0.2737 -1.0287 0.000
N -2.406870 -24.887830 -7.343430 -2.9753 -0.9652 3.1332 0.000
H -1.521860 -26.054290 -9.760460 -0.5057 -0.4724 1.0633 0.000
H -1.399060 -24.621180 -10.437420 -0.4624 0.9197 -0.2433 0.000
H -3.019810 -25.029320 -9.754680 0.1028 -0.0811 -0.1652 0.000
H -0.538270 -24.590640 -7.995570 0.2934 0.0241 -0.1222 0.000
H -2.607390 -22.519900 -8.848990 -0.4038 -0.1842 -0.1858 0.000
H -0.875150 -22.464850 -8.923130 0.3410 0.4853 0.1888 0.000
H -2.017770 -20.264680 -6.183210 -0.7232 -1.0405 0.7016 0.000
H -2.938640 -20.691460 -7.709220 -0.3000 0.0469 0.3173 0.000
H -1.221790 -20.383500 -7.585690 0.1815 0.0324 -0.7187 0.000
H -3.328180 -24.761530 -7.737560 -0.6712 -0.6460 -0.1058 0.000
H -2.492080 -24.197150 -6.611440 0.3596 -0.1830 0.9752 0.000
C -0.039510 -22.146830 0.361350 -0.0534 -0.1418 1.5406 0.000
C 0.734960 -21.723980 -0.822170 -1.6884 0.2421 -2.8195 0.000
C -0.304360 -21.668250 -2.037640 0.4166 -1.3179 -1.1963 0.000
O -0.920180 -22.960280 -2.519610 0.4077 1.6968 0.5416 0.000
C -1.045220 -23.012330 -3.970140 1.0252 -0.1368 1.2398 0.000
N 1.280390 -20.378530 -0.672710 0.0883 0.2803 0.9491 0.000
H -0.927320 -21.530760 0.503970 -0.1317 0.0542 -0.1158 0.000
H 0.553020 -22.030210 1.268780 0.0948 -0.1590 0.1328 0.000
H -0.353070 -23.187560 0.279780 -0.0190 0.0681 -0.0931 0.000
H 1.478990 -22.479570 -1.074370 0.3171 0.3075 0.0081 0.000
H 0.242470 -21.224210 -2.869440 0.2323 -0.2519 -0.3370 0.000
H -1.073290 -20.920610 -1.843000 -0.4021 -0.2069 0.4784 0.000
H -1.791200 -22.335950 -4.387400 0.1488 0.2483 0.1515 0.000
H -1.294130 -24.027360 -4.279740 -0.1830 -0.0799 0.3824 0.000
H -0.026830 -22.839620 -4.318230 -0.1934 0.3433 -0.6909 0.000
H 0.571280 -19.742320 -0.337290 -0.2386 -0.1323 0.3774 0.000
H 1.685090 -19.863000 -1.441180 0.1181 -0.8353 -0.5824 0.000
C 3.890720 -25.509290 -8.950270 1.2835 0.0981 -1.5871 -0.001
C 5.164860 -25.240260 -8.159670 2.2676 -1.4282 -1.1185 0.040
C 6.544390 -25.208360 -8.966160 -2.9596 0.4550 0.6778 0.010
O 6.243570 -24.348460 -10.029560 -0.5949 0.3448 -0.9725 -0.001
C 7.299520 -24.209100 -10.952140 0.5016 -0.3507 1.0841 0.000
N 4.996890 -23.964530 -7.509570 -0.9157 -0.0875 1.0208 0.051
H 3.767460 -24.640440 -9.596810 -0.6942 0.2756 0.2817 0.001
H 3.041680 -25.732220 -8.304110 0.1195 0.1007 -0.2632 0.002
H 4.061210 -26.253830 -9.727890 -0.2085 -0.6736 0.3570 0.000
H 5.289510 -26.105020 -7.507930 -0.0031 0.4176 0.9217 -0.011
H 6.796400 -26.241420 -9.205690 0.3336 0.0453 -0.5530 0.001
H 7.298560 -24.728500 -8.342410 0.3616 -0.2525 0.2718 -0.001
H 7.202300 -23.385790 -11.659810 -0.6289 -0.1475 0.1003 0.000
H 7.416960 -25.180400 -11.432630 0.4472 0.1368 -0.4217 0.000
H 8.144130 -23.969060 -10.306300 0.8087 -0.0927 -0.4821 0.000
H 5.403090 -23.170480 -7.983480 0.6190 -0.1550 -0.6372 -0.009
H 4.026300 -23.847470 -7.763250 -0.5877 1.1037 1.1100 0.007
C 4.095550 -21.641260 -13.334450 -1.7290 -0.6410 1.3994 0.000
C 3.067660 -22.216890 -12.307420 0.2253 -1.8373 1.0189 0.000
C 2.983930 -23.815380 -12.426630 -0.8593 0.6699 0.0537 0.000
O 2.038010 -24.369000 -11.498660 -0.2714 0.4916 0.5309 0.000
C 1.166000 -25.351320 -12.045350 0.0684 1.1717 -0.6035 0.000
N 3.352980 -21.809720 -10.902130 0.4876 -0.3657 -1.4157 -0.001
H 3.854920 -20.578320 -13.353420 0.6643 0.0449 -0.3697 0.000
H 3.914720 -22.129550 -14.292030 0.1316 0.2718 -0.1084 0.000
H 5.094790 -21.880680 -12.970720 0.0928 0.3368 -0.1513 0.000
H 2.050010 -21.837960 -12.401720 -0.0644 -0.1606 -1.0489 0.000
H 3.885370 -24.400620 -12.244980 0.7029 0.6262 -0.0818 0.000
H 2.672960 -24.017150 -13.451660 -0.1715 -0.1626 -0.1984 0.000
H 0.321230 -25.603240 -11.404260 0.6388 -0.0731 0.6608 0.000
H 1.742870 -26.223860 -12.351950 -0.2719 -0.1872 -0.1452 0.000
H 0.661980 -24.840730 -12.865930 0.0416 -0.4975 -0.7089 0.000
H 2.712870 -22.329660 -10.319010 -0.2206 -0.0690 0.3681 0.000
H 4.262410 -22.207560 -10.715700 0.4112 -0.0893 0.5100 0.000
C 1.607800 -18.947480 -9.047400 0.2741 1.7924 -0.1920 0.000
C 0.770670 -18.882810 -10.361220 0.8047 0.5923 0.8706 0.000
C 1.440870 -18.106770 -11.519810 0.4024 -1.4290 1.2869 0.000
O 1.935220 -16.899730 -10.995000 -0.2271 0.1481 -0.2498 0.000
C 2.759060 -16.273860 -11.944250 0.2921 0.3896 0.2123 0.000
N 0.441010 -20.223300 -10.777230 -0.7455 -0.2696 -0.6304 0.000
H 2.618220 -19.350920 -9.113690 -0.1534 -0.3765 -0.5200 -0.001
H 1.157560 -19.405250 -8.166580 -0.5719 -0.3965 -0.5312 0.000
H 1.759120 -17.914370 -8.734510 0.1391 0.1800 0.1227 0.000
H -0.080930 -18.229360 -10.171810 -0.6733 -0.6195 0.3504 0.000
H 0.783800 -17.983970 -12.380790 -0.4070 0.2912 0.0952 0.000
H 2.226460 -18.776120 -11.870440 0.7561 0.1233 -0.2021 0.000
H 3.031950 -15.264310 -11.636960 -0.3157 0.0393 0.3033 0.000
H 2.227980 -16.186990 -12.892150 0.2507 -0.1626 -0.3271 0.000
H 3.705610 -16.812010 -11.994500 0.0798 -0.2072 -0.5417 0.000
H 1.313330 -20.709530 -10.928000 0.3111 0.0498 -0.1043 0.000
H 0.060230 -20.704760 -9.975160 -0.3391 -0.0817 0.0850 0.000
C 7.804710 -20.321080 -7.020370 1.3895 1.7844 -0.1408 0.006
C 7.641890 -21.771730 -6.829640 -1.5005 -0.6195 -0.0890 0.011
C 8.859610 -22.490310 -6.426100 1.5923 1.0574 0.2017 0.026
O 9.236690 -22.036610 -5.109920 -1.1244 -0.7490 -0.6916 0.004
C 10.492620 -22.561750 -4.709520 -1.3493 1.0471 0.8749 0.001
N 6.508230 -22.012710 -5.858310 2.2115 0.9302 -1.0102 0.012
H 8.215640 -19.795480 -6.158410 -0.3152 -0.0943 0.4289 0.001
H 6.904550 -19.810250 -7.362230 0.1044 -0.1638 0.0723 -0.003
H 8.598240 -20.176430 -7.753510 -0.1594 0.1327 -0.4372 0.000
H 7.261080 -22.085930 -7.801430 0.2333 -0.7146 -0.1367 0.002
H 9.711930 -22.140740 -7.008710 -0.0567 -0.2897 -0.8288 -0.001
H 8.725400 -23.553700 -6.624350 0.2025 -0.4467 0.8821 -0.002
H 10.347240 -23.641970 -4.700270 1.0867 -0.1089 -0.0551 0.000
H 10.567760 -22.141260 -3.706700 0.3774 -0.5544 0.2775 0.000
H 11.295100 -22.079420 -5.267620 0.2293 -0.7426 -0.4707 0.000
H 6.853330 -21.553060 -5.027820 0.1029 -0.0192 0.5453 -0.021
H 5.983510 -21.257440 -6.275850 -1.6616 -0.1111 0.5445 0.027
```
Forces are in eV/Å.

As for the multiplicity: 6. The calculation puts the gap between HOMO and LUMO (spin up / spin down) at 7.5 / 7.4 eV. Its expectation value of S² is 8.754.